1.
ORCA calculation (wB97M-V/def2-TZVPD) on a structure of composition C40H33IN4O5PV.

Each line ends with the Löwdin spin population.
Geometry (Å):
V1 0.7754 -0.0899 1.7499  2.62
N1 3.8816 -0.7572 3.4704  0.00
C1 3.7029 -1.9783 2.6764  0.00
C2 2.3545 -2.6522 2.9526  0.01
O1 2.3852 -3.8228 3.3657  0.02
N2 1.2550 -1.9168 2.7686  0.01
C3 0.0533 -2.5806 3.2692  0.00
C4 -1.1708 -1.6728 3.2170  0.01
O2 -2.1787 -1.9811 3.8484  0.01
O3 -1.0580 -0.6174 2.4897  0.02
H1 4.8395 -0.4312 3.3930  0.00
H2 3.7163 -0.9662 4.4490  0.00
H3 4.4565 -2.7430 2.8857  0.00
H4 3.7738 -1.7245 1.6139  0.00
H5 0.1876 -2.9190 4.3005  0.00
H6 -0.1763 -3.4944 2.7046  0.00
C5 0.6900 2.9385 4.8838  0.00
C6 0.4466 1.7683 4.1623  0.04
N3 1.2004 1.4042 3.1380  0.02
C7 2.2290 2.1922 2.7710  0.03
C8 2.5330 3.3929 3.4236  0.00
C9 1.7306 3.7569 4.5163  0.04
C10 3.6454 4.1756 2.9638  0.00
C11 4.3942 3.7672 1.9188  -0.01
C12 4.0974 2.5477 1.2221  0.00
C13 4.8447 2.0906 0.1239  0.03
C14 4.4709 0.9316 -0.4993  0.00
C15 3.3452 0.2433 -0.0311  0.03
N4 2.6422 0.6363 1.0074  0.02
C16 3.0083 1.7724 1.6332  0.03
H7 0.0472 3.1913 5.7158  0.00
H8 -0.3823 1.1059 4.3825  0.00
H9 1.9346 4.6752 5.0532  0.00
H10 3.8669 5.1030 3.4784  0.00
H11 5.2336 4.3588 1.5729  0.00
H12 5.6949 2.6638 -0.2263  0.00
H13 5.0063 0.5541 -1.3591  0.00
H14 2.9891 -0.6487 -0.5323  0.00
I1 0.6212 -2.6493 -0.1833  0.01
C17 0.3140 -3.1208 -2.2306  0.00
C18 1.2656 -3.9985 -2.6830  0.00
C19 1.1815 -4.6192 -3.9397  0.00
C20 0.0953 -4.3882 -4.7217  0.00
C21 -0.9088 -3.4832 -4.3059  0.00
C22 -2.0360 -3.3031 -5.1440  0.00
C23 -3.0267 -2.4369 -4.8029  0.00
C24 -2.8815 -1.6638 -3.6396  0.00
C25 -1.8016 -1.7768 -2.7994  0.00
P1 -1.5773 -0.4787 -1.5041  0.00
C26 -2.1297 0.9726 -2.4934  0.00
C27 -3.4048 1.5358 -2.4612  0.00
C28 -3.7082 2.6419 -3.2420  0.00
C29 -2.7432 3.1976 -4.0722  0.00
C30 -1.4699 2.6495 -4.1044  0.00
C31 -1.1617 1.5533 -3.3109  0.00
C32 -3.0227 -0.7886 -0.4416  0.00
C33 -3.8196 -1.9253 -0.4968  0.00
C34 -4.8419 -2.1130 0.4264  0.00
C35 -5.0726 -1.1660 1.4087  0.00
C36 -4.2705 -0.0348 1.4796  0.00
C37 -3.2442 0.1483 0.5721  0.00
C38 -0.7987 -2.7674 -3.0718  0.00
H15 2.0944 -4.2543 -2.0357  0.00
H16 1.9620 -5.3026 -4.2488  0.00
H17 -0.0264 -4.8870 -5.6759  0.00
H18 -2.0865 -3.8787 -6.0607  0.00
H19 -3.8969 -2.3066 -5.4335  0.00
H20 -3.6361 -0.9174 -3.4199  0.00
H21 -4.1612 1.1112 -1.8128  0.00
H22 -4.7029 3.0695 -3.2007  0.00
H23 -2.9806 4.0621 -4.6803  0.00
H24 -0.7003 3.0883 -4.7277  0.00
H25 -0.1495 1.1681 -3.2960  0.00
H26 -3.6428 -2.6760 -1.2590  0.00
H27 -5.4435 -3.0123 0.3837  0.00
H28 -5.8510 -1.3237 2.1440  0.00
H29 -4.4087 0.6797 2.2810  0.00
H30 -2.5699 0.9902 0.6726  0.00
C39 -0.5969 3.4380 -0.3866  0.00
C40 0.1940 2.1362 -0.3022  0.01
O4 1.0957 1.9224 -1.1176  0.01
O5 -0.1839 1.3482 0.6316  0.03
H31 -0.5350 3.8638 -1.3854  0.00
H32 -0.1599 4.1458 0.3232  0.00
H33 -1.6380 3.2763 -0.1053  0.00

Summary:
Total charge: -1
F_max in eV/A: 0.7
Frontier orbital gap (spin up / spin down) in eV: 5.60 / 7.10
Relative energy (zero: lowest compared OMol25 entry of this formula, charge and spin) in kcal per mole: 23.3
Multiplicity: 4



2.
ORCA calculation (wB97M-V/def2-TZVPD) on a structure of composition C40H33N4O5P2RuS3 at a distorted geometry.

Each line ends with the Löwdin spin population.
Geometry (Å):
Ru1 -0.1666 -0.2906 -0.3783  2.33
O1 1.6833 0.1293 3.2202  0.02
C1 1.3443 -0.0118 2.0705  0.01
O2 0.1359 -0.1748 1.6278  0.08
C2 2.3926 -0.0054 0.9664  0.01
C3 3.7391 -0.0233 1.2771  0.00
C4 4.6580 -0.0528 0.2427  0.01
C5 4.1897 -0.0705 -1.0644  0.00
C6 2.8299 -0.0574 -1.2949  0.01
N1 1.9399 -0.0175 -0.2952  0.02
H1 4.0123 -0.0174 2.3228  0.00
H2 5.7206 -0.0603 0.4453  0.00
H3 4.8689 -0.1037 -1.9045  0.00
H4 2.4369 -0.0929 -2.3011  0.00
C7 -1.3004 2.7553 -1.6250  0.00
C8 -0.4208 2.1272 -2.7066  0.00
P1 -0.5192 0.3000 -2.6327  0.01
C9 -2.2067 -0.1246 -3.1508  0.00
C10 -2.7453 -1.3199 -2.6742  0.00
C11 -4.0342 -1.6907 -3.0185  0.00
C12 -4.7916 -0.8743 -3.8457  0.00
C13 -4.2530 0.3049 -4.3399  0.00
C14 -2.9653 0.6832 -3.9935  0.00
C15 0.5234 -0.2530 -4.0149  0.00
C16 1.5172 0.5458 -4.5782  0.00
C17 2.2869 0.0566 -5.6235  0.00
C18 2.0749 -1.2259 -6.1053  0.00
C19 1.0900 -2.0278 -5.5456  0.00
C20 0.3176 -1.5443 -4.5033  0.00
P2 -0.6439 2.3972 0.0773  0.15
C21 0.3062 3.9130 0.4517  0.03
C22 0.0522 4.6426 1.6114  0.01
C23 0.7652 5.8024 1.8752  0.00
C24 1.7439 6.2393 0.9954  0.01
C25 2.0206 5.5022 -0.1474  0.00
C26 1.3162 4.3396 -0.4116  0.01
C27 -2.1143 2.5631 1.1328  0.02
C28 -3.1878 3.3646 0.7482  0.01
C29 -4.2939 3.4801 1.5743  0.00
C30 -4.3327 2.8130 2.7899  0.00
C31 -3.2606 2.0250 3.1821  0.00
C32 -2.1542 1.8984 2.3569  0.00
H5 -2.3111 2.3451 -1.6761  0.00
H6 -1.3475 3.8369 -1.7548  0.00
H7 0.6268 2.3895 -2.5461  0.00
H8 -0.7083 2.4672 -3.7023  0.00
H9 -2.1475 -1.9560 -2.0298  0.00
H10 -4.4627 -2.6043 -2.6272  0.00
H11 -5.8049 -1.1555 -4.0993  0.00
H12 -4.8338 0.9376 -4.9979  0.00
H13 -2.5656 1.6113 -4.3820  0.00
H14 1.6933 1.5528 -4.2214  0.00
H15 3.0546 0.6812 -6.0610  0.00
H16 2.6801 -1.6036 -6.9189  0.00
H17 0.9214 -3.0298 -5.9166  0.00
H18 -0.4583 -2.1604 -4.0688  0.00
H19 -0.7122 4.3180 2.3043  0.00
H20 0.5514 6.3699 2.7713  0.00
H21 2.2929 7.1489 1.1991  0.00
H22 2.7902 5.8322 -0.8333  0.00
H23 1.5569 3.7681 -1.3004  0.00
H24 -3.1685 3.9054 -0.1890  0.00
H25 -5.1299 4.0951 1.2667  0.00
H26 -5.1998 2.9090 3.4298  0.00
H27 -3.2946 1.4990 4.1268  0.00
H28 -1.3225 1.2736 2.6538  0.00
O3 -1.5004 -2.1496 0.5680  0.08
N2 -2.4425 -1.3268 0.6672  0.00
O4 -3.4665 -1.5355 1.2604  0.01
O5 -2.2557 -0.2115 0.0428  0.03
S1 -1.7549 -7.2719 0.5976  0.43
C33 -0.6671 -6.1232 0.1146  -0.01
S2 -1.1492 -4.7232 -0.7847  -0.02
C34 0.4948 -4.1043 -0.6784  0.07
N3 1.2932 -4.9321 -0.0354  0.17
N4 0.6793 -6.0290 0.3960  0.17
C35 1.4797 -6.9316 1.1629  0.01
C36 2.4902 -6.3719 1.9451  0.02
C37 3.2626 -7.1876 2.7477  0.00
C38 3.0424 -8.5584 2.7698  0.03
C39 2.0781 -9.1157 1.9440  0.00
C40 1.3004 -8.3120 1.1285  0.02
S3 1.0056 -2.6702 -1.3947  0.24
H29 2.6422 -5.3027 1.9288  0.00
H30 4.0354 -6.7512 3.3655  0.00
H31 3.6282 -9.1918 3.4222  0.00
H32 1.9360 -10.1872 1.9221  0.00
H33 0.5971 -8.7636 0.4515  0.00

Summary:
Total charge: +1
F_max in eV/A: 1.4
Frontier orbital gap (spin up / spin down) in eV: 7.25 / 5.23
Multiplicity: 5



3.
ORCA calculation (wB97M-V/def2-TZVPD) on a structure of composition C40H34AsF2N4O10Se2Y at a distorted geometry.

Each line ends with the Löwdin charge.
Geometry (Å):
Y1 0.8421 0.9434 0.8303  1.15
O1 -3.4184 0.1200 5.3997  0.11
C1 -2.2623 -0.3410 5.8309  -0.52
O2 -2.1328 -0.8290 6.9341  0.07
C2 -1.1060 -0.2637 4.8967  -0.06
C3 0.1347 -0.7770 5.2060  0.00
N1 0.9220 -0.5702 4.1408  0.02
N2 0.2826 0.0664 3.1632  -0.04
C4 -0.9469 0.2748 3.5922  -0.15
C5 -1.8668 1.0227 2.6564  -0.59
O3 -3.0874 1.0256 2.9282  0.01
O4 -1.3102 1.5638 1.6721  -0.11
H1 -3.3486 0.4779 4.4481  0.08
H2 0.4819 -1.2621 6.1035  0.14
H3 1.9144 -0.7148 4.0362  0.13
O5 3.7461 5.4284 4.1026  -0.09
C6 2.5345 5.3425 3.3218  -0.23
C7 2.7434 4.7382 1.9276  -0.61
C8 3.5349 5.7147 1.0516  -0.23
O6 4.8622 5.9775 1.5168  -0.08
C9 1.3287 4.5825 1.3478  -0.59
Se1 1.1479 3.5599 -0.3249  0.48
C10 3.4970 3.4079 2.0215  -0.58
Se2 2.5476 2.0429 3.0642  0.51
H4 3.9590 4.5176 4.3496  0.07
H5 2.1603 6.3655 3.2317  0.13
H6 1.8016 4.7428 3.8637  0.09
H7 2.9680 6.6560 0.9876  0.12
H8 3.6175 5.3075 0.0435  0.10
H9 4.8161 5.9851 2.4814  0.05
H10 0.9108 5.5724 1.1508  0.05
H11 0.6960 4.1012 2.0900  0.02
H12 4.4876 3.5698 2.4420  0.05
H13 3.6478 3.0316 1.0139  0.01
F1 6.4986 -2.1123 -0.5192  0.00
C11 5.3074 -1.4847 -0.2710  -0.31
C12 5.1815 -0.1485 -0.5791  -0.04
C13 3.9586 0.4705 -0.3207  -0.16
C14 2.8508 -0.1947 0.2307  -0.32
C15 3.0626 -1.5553 0.5092  -0.16
C16 4.2698 -2.2121 0.2688  -0.04
H14 6.0209 0.3897 -1.0066  0.10
H15 3.8798 1.5247 -0.5757  0.06
H16 2.2471 -2.1634 0.8897  0.06
H17 4.4023 -3.2672 0.4834  0.10
C17 1.5906 -0.9003 -6.9103  -0.12
C18 0.5272 -0.1064 -6.5031  -0.10
C19 0.1242 -0.0982 -5.1722  -0.09
C20 0.7851 -0.8815 -4.2313  -0.36
C21 1.8635 -1.6619 -4.6459  -0.13
C22 2.2601 -1.6803 -5.9761  -0.11
As1 0.3326 -0.9720 -2.3124  1.40
C23 -0.9918 -2.3895 -2.4839  -0.31
C24 -0.7436 -3.7513 -2.5286  -0.09
C25 -1.8049 -4.6356 -2.6665  -0.09
C26 -3.1084 -4.1546 -2.7450  -0.09
C27 -3.3615 -2.7931 -2.6666  -0.04
C28 -2.3004 -1.9019 -2.5262  -0.19
C29 -2.4166 -0.4329 -2.4087  -0.20
C30 -3.5984 0.2933 -2.3542  -0.03
C31 -3.5523 1.6775 -2.2249  -0.07
C32 -2.3362 2.3419 -2.1699  -0.07
C33 -1.1487 1.6197 -2.2397  -0.14
C34 -1.1905 0.2402 -2.3425  -0.35
H18 1.9029 -0.9037 -7.9482  0.09
H19 0.0034 0.5117 -7.2236  0.09
H20 -0.7126 0.5204 -4.8706  0.10
H21 2.4106 -2.2542 -3.9197  0.09
H22 3.0996 -2.2953 -6.2791  0.09
H23 0.2667 -4.1257 -2.4274  0.11
H24 -1.6184 -5.7021 -2.6950  0.10
H25 -3.9359 -4.8465 -2.8512  0.10
H26 -4.3829 -2.4303 -2.7111  0.11
H27 -4.5567 -0.2106 -2.3881  0.10
H28 -4.4774 2.2361 -2.1481  0.10
H29 -2.2948 3.4156 -2.0410  0.10
H30 -0.2080 2.1515 -2.2006  0.02
F2 -5.5105 -0.5556 0.0328  0.08
C35 -4.8505 -1.6834 0.3263  -0.20
C36 -3.6273 -1.6621 0.8644  0.07
N3 -2.9479 -2.8209 1.1806  0.05
C37 -1.6208 -2.7429 1.8177  -0.01
C38 -0.5450 -2.2730 0.8284  -0.62
O7 0.1970 -3.1164 0.3364  0.01
O8 -0.5601 -1.0056 0.6021  -0.20
C39 -3.5037 -4.0639 0.9622  -0.47
O9 -2.9846 -5.1225 1.2598  0.07
N4 -4.7640 -4.0272 0.3835  0.21
C40 -5.5196 -2.9273 0.0111  -0.43
O10 -6.6080 -3.0525 -0.5215  0.06
H31 -3.1187 -0.7292 1.0757  0.14
H32 -1.3840 -3.7393 2.1650  0.12
H33 -1.6962 -2.0560 2.6592  0.12
H34 -5.1673 -4.9300 0.1968  0.16

Summary:
Total charge: -2
F_max in eV/A: 1.2
Frontier orbital gap in eV: 6.72
Relative energy (zero: lowest compared OMol25 entry of this formula, charge and spin) in kcal per mole: 15.9



4.
ORCA calculation (wB97M-V/def2-TZVPD) on a structure of composition C40H34CrN4O7PS at a distorted geometry.

Each line ends with the Löwdin spin population.
Geometry (Å):
Cr1 -0.0869 0.1542 -0.3294  0.98
O1 3.5472 1.3111 1.9570  0.00
C1 4.2540 0.1920 1.6898  0.00
C2 5.5462 0.1052 2.2055  0.00
C3 6.3204 -1.0121 1.9653  0.00
C4 5.8255 -2.0683 1.2056  0.00
C5 4.5525 -1.9870 0.6815  0.00
C6 3.7477 -0.8682 0.9130  0.00
C7 2.4081 -0.7935 0.3098  0.00
O2 1.6763 0.2753 0.5052  0.01
N1 1.9799 -1.7945 -0.4024  0.00
N2 0.7188 -1.5365 -0.8849  -0.01
C8 0.1630 -2.4981 -1.5461  0.00
C9 -1.1530 -2.4517 -2.1036  0.00
C10 -1.5879 -3.4951 -2.9390  0.00
C11 -2.8118 -3.4534 -3.5612  0.00
C12 -3.6475 -2.3480 -3.3618  0.00
C13 -3.2695 -1.3308 -2.5195  0.00
C14 -2.0215 -1.3533 -1.8674  0.00
O3 -1.7036 -0.3802 -1.0563  0.01
H1 2.6769 1.2267 1.5133  0.00
H2 5.9265 0.9375 2.7839  0.00
H3 7.3215 -1.0640 2.3749  0.00
H4 6.4330 -2.9441 1.0211  0.00
H5 4.1431 -2.7787 0.0702  0.00
H6 0.7581 -3.3970 -1.6828  0.00
H7 -0.9249 -4.3391 -3.0959  0.00
H8 -3.1305 -4.2632 -4.2044  0.00
H9 -4.5973 -2.2893 -3.8781  0.00
H10 -3.8904 -0.4599 -2.3503  0.00
O4 -1.8106 2.1893 -1.8286  0.00
S1 -1.4302 2.8660 -0.5985  0.00
O5 -2.4255 3.7318 -0.0338  0.00
O6 -0.8442 1.9210 0.3955  0.00
C15 -0.0717 3.8539 -1.1984  0.00
C16 0.0523 5.2063 -0.9446  0.00
C17 1.0090 5.9356 -1.6346  0.00
C18 1.8260 5.3057 -2.5630  0.00
C19 1.7286 3.9389 -2.7806  0.00
C20 0.7735 3.1934 -2.0970  0.00
P1 0.6460 1.3657 -2.2713  -0.01
C21 2.4454 1.0272 -2.5402  0.00
C22 2.9633 0.2606 -3.5783  0.00
C23 4.3271 0.0049 -3.6543  0.00
C24 5.1887 0.5107 -2.6964  0.00
C25 4.6888 1.3005 -1.6692  0.00
C26 3.3318 1.5592 -1.5973  0.00
C27 -0.0570 1.0544 -3.9194  0.00
C28 -0.0337 -0.2404 -4.4293  0.00
C29 -0.6725 -0.5382 -5.6231  0.00
C30 -1.3344 0.4610 -6.3187  0.00
C31 -1.3344 1.7603 -5.8307  0.00
C32 -0.7026 2.0585 -4.6349  0.00
H11 -0.6256 5.6689 -0.2381  0.00
H12 1.1089 6.9982 -1.4560  0.00
H13 2.5573 5.8812 -3.1159  0.00
H14 2.3951 3.4502 -3.4796  0.00
H15 2.3063 -0.1305 -4.3440  0.00
H16 4.7167 -0.5901 -4.4709  0.00
H17 6.2488 0.2970 -2.7488  0.00
H18 5.3575 1.7092 -0.9218  0.00
H19 2.9500 2.1942 -0.8089  0.00
H20 0.4908 -1.0172 -3.8919  0.00
H21 -0.6655 -1.5562 -5.9908  0.00
H22 -1.8540 0.2284 -7.2396  0.00
H23 -1.8445 2.5450 -6.3748  0.00
H24 -0.7275 3.0633 -4.2355  0.00
C33 -2.7641 -0.7723 2.5595  0.00
C34 -1.2596 -0.7674 2.5208  0.00
O7 -0.6441 -0.8944 1.4597  0.00
N3 -0.6479 -0.7438 3.7226  0.00
C35 0.7900 -0.5955 3.8936  0.00
C36 1.1697 0.8365 4.1945  0.00
C37 1.8930 1.1847 5.3264  0.00
C38 2.1924 2.5235 5.5321  0.00
C39 1.7526 3.4585 4.6109  0.00
C40 1.0319 3.0102 3.5112  0.00
N4 0.7467 1.7317 3.3107  0.00
H25 -3.1366 -1.1455 1.6094  0.00
H26 -3.1297 0.2476 2.6921  0.00
H27 -3.1324 -1.3925 3.3755  0.00
H28 -1.2181 -0.5744 4.5347  0.00
H29 1.2528 -0.9131 2.9600  0.00
H30 1.1251 -1.2527 4.6955  0.00
H31 2.2257 0.4252 6.0226  0.00
H32 2.7601 2.8321 6.4006  0.00
H33 1.9612 4.5115 4.7420  0.00
H34 0.6625 3.6940 2.7534  0.00

Summary:
Total charge: 0
F_max in eV/A: 1.8
Frontier orbital gap (spin up / spin down) in eV: 7.02 / 7.28
Relative energy (zero: lowest compared OMol25 entry of this formula, charge and spin) in kcal per mole: 0.0
Multiplicity: 2